Entry from the Open Molecules 2025 dataset: 13 unconnected molecules or ions with the total composition C36H96BrF12N8O20S4 in a non-equilibrium geometry (wB97M-V/def2-TZVPD).

Last column: Löwdin charge in e.
CARTESIAN COORDINATES (ANGSTROEM)
C -0.15694 1.16476 -0.60320  -0.048
C -0.41616 -0.26250 -0.31118  -0.286
C -1.32460 -1.11287 -1.27078  -0.161
O -1.29218 -2.47226 -0.89328  -0.202
C -2.33356 -3.37481 -1.18644  -0.071
N 0.92664 -1.01493 -0.19916  0.268
H 1.37063 -0.92536 -1.10191  0.172
H 1.52703 -0.71767 0.55666  0.172
H 0.73829 -1.98131 0.02610  0.156
H -1.07676 1.73216 -0.74493  0.084
H 0.29702 1.31551 -1.58263  0.103
H 0.38246 1.69386 0.18242  0.097
H -0.79365 -0.40092 0.70196  0.143
H -0.95393 -1.08507 -2.29544  0.140
H -2.33052 -0.72706 -1.43628  0.126
H -3.25637 -3.14900 -0.65208  0.085
H -1.94136 -4.36249 -0.94401  0.097
H -2.45972 -3.52468 -2.25868  0.102
C -3.38721 7.86149 -0.38281  -0.037
C -3.63649 8.94807 0.63262  -0.310
C -2.61137 10.06608 0.57679  -0.217
O -2.86544 11.25075 1.24738  -0.139
C -1.87180 11.52279 2.18144  -0.102
N -4.97489 9.55221 0.33431  0.237
H -5.07146 9.94575 -0.59085  0.182
H -5.68247 8.86352 0.54678  0.169
H -5.11888 10.36209 0.92037  0.163
H -4.14869 7.13145 -0.65717  0.086
H -2.82839 7.14830 0.22314  0.096
H -2.96792 8.17426 -1.33909  0.110
H -3.68653 8.44047 1.59591  0.158
H -2.41329 10.43633 -0.42908  0.155
H -1.68218 9.51812 0.73315  0.149
H -0.88440 11.89499 1.90826  0.111
H -1.86447 10.67465 2.86606  0.092
H -2.16903 12.24484 2.94197  0.097
C -2.43347 -10.90287 2.35035  0.000
C -1.35594 -9.89666 1.66692  -0.206
C -1.85796 -8.39570 1.57680  -0.141
O -1.99659 -7.86497 2.89018  -0.201
C -2.24177 -6.51864 3.11186  -0.109
N -0.10767 -9.95897 2.53150  0.222
H -0.38288 -9.61547 3.44055  0.154
H 0.22508 -10.89633 2.70681  0.170
H 0.63181 -9.34920 2.21299  0.171
H -2.69571 -10.57928 3.35764  0.078
H -2.03200 -11.88507 2.59973  0.078
H -3.33182 -10.95164 1.73497  0.094
H -0.94396 -10.19950 0.70429  0.151
H -2.78012 -8.27282 1.00879  0.140
H -1.17981 -7.75584 1.01218  0.127
H -3.18964 -6.15969 2.71087  0.082
H -1.47222 -5.93466 2.60702  0.093
H -2.37545 -6.27299 4.16537  0.094
C 0.20337 -1.11252 6.02723  -0.018
C 0.42579 -0.42258 7.42528  -0.254
C 1.57227 -1.04028 8.19031  -0.247
O 1.93172 -0.40658 9.35214  -0.189
C 3.04153 -1.03023 10.00953  -0.049
N 0.63059 1.07065 7.10880  0.238
H 1.15295 1.42875 7.89557  0.160
H 1.10058 1.25752 6.23457  0.145
H -0.17520 1.61670 6.83931  0.161
H -0.69795 -0.64383 5.63219  0.069
H -0.04687 -2.16430 6.16587  0.094
H 1.01327 -1.06035 5.29960  0.096
H -0.41864 -0.50279 8.10983  0.155
H 2.45607 -1.01002 7.55305  0.145
H 1.33574 -2.07206 8.45026  0.151
H 3.24090 -0.41011 10.88348  0.101
H 3.88001 -1.14857 9.32321  0.103
H 2.74962 -1.98368 10.44980  0.097
C 3.54207 8.27182 3.65261  -0.031
C 4.09739 6.90398 3.24557  -0.308
C 5.33740 6.56133 4.05978  -0.178
O 5.06548 6.40277 5.46476  -0.187
C 5.96844 5.52674 6.21398  -0.042
N 2.99936 5.90700 3.48784  0.237
H 2.80999 5.88965 4.47977  0.158
H 2.20117 6.17335 2.92924  0.165
H 3.39337 5.04947 3.12796  0.151
H 4.37066 8.96907 3.52858  0.099
H 3.07951 8.33889 4.63731  0.094
H 2.79690 8.69943 2.98182  0.084
H 4.34663 6.79812 2.18974  0.168
H 5.98019 7.37797 3.73112  0.140
H 5.70560 5.63243 3.62426  0.137
H 5.60656 4.49890 6.24053  0.081
H 5.89422 5.72090 7.28398  0.090
H 6.95852 5.56283 5.75950  0.099
C -1.77499 5.94867 -6.87416  -0.006
C -0.76988 4.77714 -7.21607  -0.233
C 0.69295 5.14316 -7.27244  -0.221
O 1.54552 4.05792 -7.53636  -0.162
C 2.94606 4.40550 -7.73425  -0.053
N -0.93178 3.60901 -6.13005  0.246
H -1.91857 3.40560 -6.05947  0.145
H -0.37112 2.77365 -6.21906  0.167
H -0.77155 4.08980 -5.25639  0.149
H -1.34212 6.43055 -5.99751  0.086
H -2.68680 5.42461 -6.58768  0.069
H -2.14555 6.71455 -7.55549  0.099
H -1.09439 4.26403 -8.12134  0.150
H 0.96107 5.54295 -6.29450  0.137
H 0.72137 5.94119 -8.01436  0.148
H 3.55217 3.50149 -7.67497  0.098
H 3.45279 5.03394 -7.00187  0.083
H 3.14497 4.98605 -8.63508  0.093
C 1.88210 -8.07451 -6.16034  -0.014
C 2.86041 -7.74854 -4.99123  -0.217
C 4.17709 -7.08743 -5.36769  -0.174
O 4.92069 -6.72966 -4.20252  -0.217
C 6.11088 -6.07454 -4.44446  -0.097
N 2.21955 -6.82257 -3.86306  0.252
H 3.00339 -6.51495 -3.30532  0.139
H 1.84378 -5.90778 -4.06814  0.157
H 1.45872 -7.20652 -3.32101  0.164
H 1.40618 -9.00684 -5.85644  0.088
H 2.28536 -8.13498 -7.17119  0.092
H 1.07645 -7.37518 -6.38388  0.089
H 3.13761 -8.66445 -4.46935  0.149
H 3.95287 -6.15467 -5.88517  0.139
H 4.87374 -7.72279 -5.91459  0.149
H 6.82129 -6.89763 -4.36740  0.102
H 6.36957 -5.24775 -3.78295  0.100
H 6.08326 -5.60619 -5.42832  0.092
C -8.21851 0.33247 1.47770  -0.023
C -7.04524 0.46109 2.46293  -0.263
C -6.16152 -0.81447 2.48414  -0.107
O -5.17789 -0.65043 3.61562  -0.210
C -5.68204 -0.98084 4.89916  -0.104
N -6.11519 1.59691 1.91913  0.229
H -6.69689 2.38148 2.17639  0.156
H -5.25518 1.76219 2.42229  0.159
H -5.95427 1.66943 0.92467  0.167
H -8.79107 1.25922 1.43994  0.093
H -8.93675 -0.43316 1.77103  0.108
H -7.88557 0.02728 0.48567  0.099
H -7.34119 0.74526 3.47276  0.150
H -5.61392 -0.98642 1.55749  0.133
H -6.81032 -1.67589 2.64261  0.136
H -6.50733 -0.37807 5.27819  0.077
H -4.90050 -0.71813 5.61209  0.099
H -6.15823 -1.96101 4.87398  0.102
C 3.70942 -1.77824 -6.64528  -0.665
F 3.32582 -2.58920 -7.56921  0.163
F 4.86969 -2.18836 -6.06810  0.105
F 3.95400 -0.64022 -7.31946  0.100
S 2.22634 -1.46324 -5.41668  0.504
O 2.65215 -0.54406 -4.31323  -0.409
O 1.21253 -0.89572 -6.34070  -0.385
O 1.87728 -2.80350 -4.92586  -0.400
C 3.43675 7.04514 -2.67835  -0.679
F 3.85760 5.92149 -2.10756  0.125
F 4.10346 8.13840 -2.16311  0.091
F 3.69638 6.88722 -3.90738  0.194
S 1.53775 7.32993 -2.32361  0.513
O 1.13739 8.63112 -2.98302  -0.393
O 0.75014 6.21846 -2.89373  -0.422
O 1.41556 7.39016 -0.84141  -0.426
C -4.69088 -7.85230 -5.75495  -0.725
F -4.28280 -6.64301 -5.55306  0.130
F -6.00229 -7.89195 -5.45983  0.104
F -4.59690 -8.05567 -7.04097  0.152
S -3.67952 -9.00985 -4.63602  0.479
O -3.12980 -10.07204 -5.48861  -0.363
O -2.60109 -8.18484 -4.05001  -0.413
O -4.68517 -9.51501 -3.70590  -0.364
C 5.23143 -5.02822 1.65728  -0.643
F 5.85948 -5.93384 0.90736  0.132
F 5.61823 -5.06805 2.89883  0.159
F 5.50691 -3.79573 1.13749  0.096
S 3.29466 -5.33924 1.63509  0.461
O 3.10873 -6.75665 1.81512  -0.377
O 2.67277 -4.46740 2.66386  -0.401
O 2.77501 -4.99718 0.29598  -0.418
Br 4.32753 1.17102 3.54962  -0.906

Calculated values
* charge: +3
* HOMO-LUMO gap: 0.1223 Ha
* relative energy (zero: lowest compared OMol25 entry of this formula, charge and spin): 186.4 kcal/mol